Formula: C16H15BrMnN5O3S
Source: the OMol25 dataset
Level of theory: ωB97M-V with the def2-TZVPD basis set

Each line ends with the Löwdin charge.
CARTESIAN COORDINATES (ANGSTROEM)
Mn 1.19723 0.20885 -0.65137  0.669
C 1.13696 -3.12642 2.29801  -0.042
C 0.85149 -2.03125 1.32581  -0.274
N 1.71676 -1.18360 0.95606  -0.049
N 2.96175 -1.33763 1.43881  -0.027
C 3.87881 -0.54614 0.85751  -0.912
N 5.14643 -0.80494 1.29543  0.026
S 3.71701 0.63965 -0.34344  0.597
C -0.50768 -1.94859 0.66072  -0.230
C -1.50396 -2.87445 0.94497  -0.010
C -2.72737 -2.77463 0.30233  -0.075
C -2.91722 -1.77394 -0.60448  -0.063
C -1.85399 -0.91923 -0.83974  -0.091
N -0.69583 -1.02392 -0.21775  0.064
H 2.19071 -3.11152 2.54940  0.054
H 0.88378 -4.10279 1.87874  0.077
H 0.55252 -2.99424 3.21312  0.085
H 5.17106 -1.28730 2.18417  0.081
H 5.76554 -0.01651 1.22330  0.058
H -1.32258 -3.65623 1.66781  0.099
H -3.52030 -3.47967 0.51652  0.105
H -3.85590 -1.63807 -1.12180  0.103
H -1.92723 -0.11160 -1.55911  0.125
C 2.10486 -2.61008 -2.04323  -0.127
C 1.53559 -1.17004 -2.26088  -0.418
O 1.26541 -0.80932 -3.48204  -0.180
H 2.26665 -3.12915 -3.00489  0.056
H 1.40881 -3.19084 -1.41879  0.044
H 3.04690 -2.53111 -1.47928  0.047
Br -4.43241 5.75270 1.51814  0.690
C -3.17849 5.05180 0.27017  -0.669
C -3.11538 5.59172 -1.00144  -0.214
N -2.26596 5.14769 -1.92344  0.063
C -1.45564 4.14518 -1.59059  -0.078
C -1.45166 3.54587 -0.33476  -0.103
C -2.33847 4.01221 0.62540  -0.053
C -0.51459 2.39240 0.00206  -0.631
O -0.55625 1.92815 1.14674  0.006
O 0.22629 2.01896 -0.96627  -0.130
H -3.77072 6.40701 -1.28808  0.094
H -0.76897 3.78878 -2.34796  0.119
H -2.34395 3.55223 1.60409  0.115

Calculated values
charge: -1
F_max: 0.0802 Eh/bohr
DFT total energy: -142629.5593 eV
Kohn-Sham gap (alpha / beta): 5.5 / 6.3 eV
2S+1: 6
expectation value of S²: 8.761
LUMO (alpha / beta): 2.43 / 2.43 eV
energy above the lowest of the compared OMol25 structures with the same formula, charge and spin: 40.3 kJ/mol



Formula: C16H15Cl2N2O3PdS5
Source: the OMol25 dataset
Level of theory: ωB97M-V with the def2-TZVPD basis set

Each line ends with the Löwdin charge.
CARTESIAN COORDINATES (ANGSTROEM)
Pd 0.78229 2.08766 -0.47071  0.653
S -4.09374 4.83711 -4.94791  0.765
C -3.02192 4.19802 -3.95504  -1.444
S -1.69434 3.17434 -4.49239  0.977
C -0.98537 2.88035 -2.95157  -1.091
C -1.67313 3.51448 -1.81065  -1.092
S -1.19023 3.30504 -0.26417  0.825
S -3.05250 4.45601 -2.21157  0.977
S 0.32857 1.93263 -2.76945  0.863
Cl 5.47725 -2.04230 3.02333  0.700
C 4.56215 -1.06180 1.93049  -0.659
C 4.67570 -1.27914 0.55299  -0.090
C 3.95440 -0.51952 -0.33421  -0.569
Cl 4.08914 -0.82133 -2.03121  0.738
C 3.08563 0.50630 0.09858  -0.361
O 2.47192 1.21634 -0.80757  -0.254
C 2.98998 0.70523 1.49541  -0.135
C 2.17525 1.73991 2.04922  -0.142
O 1.48093 2.56227 1.43190  -0.094
C 3.73000 -0.08392 2.39713  -0.044
H 5.33518 -2.05179 0.18176  0.117
H 2.19741 1.83885 3.14146  0.150
H 3.64309 0.09537 3.46115  0.122
C -2.01943 0.37895 2.20847  -0.030
N -1.95433 -0.69457 1.23642  -0.079
C -3.07782 -1.62383 1.22158  -0.153
C -2.65930 -2.93914 0.60206  -0.148
C -2.01519 -2.66893 -0.74055  -0.151
N -0.91065 -1.73439 -0.57477  -0.078
C 0.15219 -1.79473 -1.56031  -0.026
C -0.88659 -0.78630 0.39897  -0.462
O 0.08393 -0.01353 0.51073  -0.059
H -1.82541 0.01395 3.22013  0.100
H -3.01661 0.82309 2.18795  0.096
H -1.28174 1.13848 1.96885  0.056
H -3.91818 -1.18617 0.67046  0.130
H -3.40295 -1.77340 2.25237  0.128
H -3.52029 -3.59652 0.48981  0.124
H -1.93584 -3.43434 1.25320  0.129
H -2.74904 -2.27021 -1.45118  0.131
H -1.61127 -3.58888 -1.16445  0.127
H 0.67488 -2.75209 -1.50786  0.101
H 0.87054 -1.00235 -1.37338  0.054
H -0.26456 -1.68519 -2.56545  0.095

Calculated values
charge: +1
F_max: 0.0177 Eh/bohr
DFT total energy: -108653.1177 eV
Kohn-Sham gap: 4.6 eV
LUMO: -6.26 eV
energy above the lowest of the compared OMol25 structures with the same formula, charge and spin: 43.9 kJ/mol



Formula: C16H15ClN2O3S
Source: the OMol25 dataset
Level of theory: ωB97M-V with the def2-TZVPD basis set

Each line ends with the Löwdin charge.
CARTESIAN COORDINATES (ANGSTROEM)
C -1.05672 3.16795 1.74782  -0.039
C -2.22784 2.53043 0.76685  -0.338
O -2.68836 1.40321 1.14582  -0.017
C -1.74103 0.39635 0.78470  -0.494
O -0.82319 0.56489 0.12962  0.196
C -2.16379 -0.93628 1.13873  -0.035
C -2.11004 -1.96023 0.09717  -0.522
C -3.24280 -2.70366 -0.35679  -0.154
S -2.48879 -3.75886 -1.69137  1.061
C -0.94153 -3.11413 -1.42594  -0.548
N 0.07258 -3.74648 -2.11115  0.102
C 1.19112 -3.03637 -2.33731  -0.506
O 2.01015 -3.44006 -3.01150  0.191
C 1.43668 -2.09187 -1.12042  0.128
C 1.93390 -0.83083 -1.47838  -0.109
C 2.19204 0.14785 -0.77167  -0.238
C 2.68910 -0.03998 0.74938  0.091
C 2.78129 1.10270 1.50272  -0.210
C 2.76894 2.35255 1.28634  -0.049
C 2.27951 2.56411 -0.12281  -0.098
C 2.09199 1.54291 -0.87214  -0.293
Cl 1.45452 2.02357 -2.87611  0.284
N -1.12002 -2.29996 -0.37946  0.060
H -0.72195 4.18103 1.32900  0.088
H -0.21653 2.72919 1.41528  -0.044
H -1.25474 3.09768 2.94522  0.131
H -1.83273 2.50990 -0.34989  0.162
H -3.15193 3.18473 0.88694  0.134
H -3.23944 -0.84872 1.73868  0.188
H -1.45871 -1.22278 2.06307  0.186
H -4.19163 -2.64778 -0.11325  -0.003
H -0.29708 -4.29455 -2.88289  0.145
H 1.48225 -2.37530 -0.30645  -0.014
H 1.97882 -0.63836 -2.56164  0.119
H 2.82135 -0.99285 1.10149  0.079
H 3.24017 0.74793 2.45193  0.128
H 2.58135 3.18099 1.95856  0.119
H 1.96308 3.55107 -0.47015  0.116

Calculated values
SMILES: CCOC(=O)Cc1csc(NC(=O)/C=C/c2ccccc2Cl)n1
F_max: 0.3872 Eh/bohr
DFT total energy: -49303.7561 eV
Kohn-Sham gap: 7.3 eV
LUMO: -0.90 eV
energy above the lowest of the compared OMol25 structures with the same formula, charge and spin: 1235.4 kJ/mol



Formula: C16H15ClN6O2
Source: the OMol25 dataset
Level of theory: ωB97M-V with the def2-TZVPD basis set

Each line ends with the Löwdin charge.
CARTESIAN COORDINATES (ANGSTROEM)
C -3.42826 -3.48141 -1.22971  -0.031
C -3.20852 -2.12205 -0.65425  -0.314
C -3.63754 -1.82631 0.65862  0.032
C -3.43214 -0.57670 1.18556  -0.218
C -3.81418 -0.12172 2.54716  -0.010
N -2.81552 0.30607 0.37930  0.002
N -2.47546 1.56960 0.63150  0.177
C -1.86530 1.95232 -0.47558  -0.350
C -1.18355 3.26093 -0.63476  -0.016
C 0.31746 2.98025 -0.58900  -0.473
O 1.08649 3.49683 0.18447  0.087
N 0.70927 2.09072 -1.55441  0.075
N 1.89463 1.38888 -1.33342  0.092
C 1.92160 0.44531 -0.34556  -0.465
O 0.91633 0.02748 0.18228  0.082
C 3.30547 -0.02421 -0.02917  -0.165
C 4.25683 0.89472 0.40287  -0.024
C 5.52646 0.47579 0.75686  -0.074
C 5.85848 -0.86707 0.67487  -0.077
C 4.92427 -1.79307 0.24613  -0.098
C 3.64874 -1.37175 -0.09801  -0.598
Cl 2.49059 -2.52339 -0.64791  0.734
N -1.80396 1.01391 -1.44083  0.164
C -2.39645 -0.03935 -0.90839  -0.315
N -2.60594 -1.23892 -1.41633  0.195
H -4.48546 -3.73904 -1.19967  0.083
H -2.88293 -4.22309 -0.64830  0.086
H -3.07619 -3.50092 -2.25617  0.080
H -4.12143 -2.58661 1.24986  0.119
H -4.46569 0.74818 2.47472  0.090
H -4.31473 -0.91350 3.09600  0.083
H -2.92014 0.19216 3.08471  0.094
H -1.45061 3.93437 0.17708  0.127
H -1.43381 3.69958 -1.60127  0.130
H -0.04477 1.52454 -1.96070  0.111
H 2.74568 1.85341 -1.62032  0.150
H 3.98247 1.93634 0.48763  0.121
H 6.25495 1.19533 1.09748  0.105
H 6.84898 -1.19765 0.94826  0.106
H 5.17389 -2.83994 0.17839  0.104

Calculated values
SMILES: Cc1cc(C)n2nc(CC(=O)NNC(=O)c3ccccc3Cl)nc2n1
F_max: 0.0280 Eh/bohr
DFT total energy: -42394.3449 eV
Kohn-Sham gap: 9.8 eV
LUMO: 0.52 eV